Record 1
{"formula": "C18H20BrClF2N3O12P2", "method": "ωB97M-V with the def2-TZVPD basis set", "charge": 1, "mol_weight_g_mol": 685.7, "orbital_gap_ev": 7.45, "e_above_lowest_ev": 15.243, "elements": ["O", "C", "F", "N", "C", "O", "F", "C", "C", "C", "C", "C", "C", "C", "N", "C", "N", "Br", "C", "C", "P", "O", "O", "O", "P", "O", "Cl", "H", "H", "H", "H", "H", "H", "H", "H", "H", "H", "H", "H", "C", "C", "O", "C", "O", "O", "H", "H", "H", "H", "C", "C", "O", "C", "O", "O", "H", "H", "H", "H"], "coordinates": [[0.3407, -3.8073, 5.6162], [1.4332, -3.2389, 5.0995], [2.6577, -4.1206, 5.0267], [1.5759, -1.8054, 4.6383], [0.8668, -0.9005, 5.6312], [1.6240, -0.0454, 6.3239], [-0.6054, -0.9126, 5.7950], [0.9382, -1.5515, 3.2903], [-0.4380, -2.3322, 2.8615], [-0.2149, -2.5405, 1.2369], [-1.3732, -3.2639, 0.3245], [-2.0399, -2.3716, -0.9231], [-3.1894, -3.1344, -1.8468], [-3.5499, -4.6789, -1.4365], [-2.9994, -5.4884, -0.2971], [-1.9605, -4.7801, 0.5248], [1.0171, -2.0213, 0.9138], [1.5117, -2.2107, -0.9205], [1.9209, -1.3414, 1.9636], [1.9500, 0.2879, 1.7798], [3.0201, 0.9204, 0.3282], [2.0739, 1.1397, -0.9586], [3.5857, 2.5537, 0.7386], [4.4342, -0.0377, -0.0168], [3.5242, -2.2622, 2.4567], [4.3784, -2.8820, 1.0605], [4.7286, -0.7523, 3.4036], [0.5396, -0.4349, 3.4292], [-1.3053, -1.5496, 2.9676], [-0.6418, -3.4248, 3.2274], [-1.6928, -1.2704, -1.1265], [-3.6966, -2.5899, -2.7806], [-4.3557, -5.2232, -2.1301], [-1.4995, -5.3964, 1.4382], [2.3579, 0.8384, 2.7570], [0.8505, 0.7118, 1.5943], [2.7512, 3.1354, 0.8069], [4.2810, -0.6824, -0.7814], [5.3147, -2.5223, 1.1451], [0.9029, 2.5444, -3.2533], [1.5093, 3.9043, -3.1274], [1.1124, 4.5495, -4.3225], [-0.0124, 3.9132, -4.7624], [-0.7182, 4.3129, -5.6733], [-0.2446, 2.7724, -4.0496], [0.6245, 2.1212, -2.2842], [1.5601, 1.8400, -3.7738], [1.1098, 4.4629, -2.2743], [2.5994, 3.8683, -3.0496], [-3.6081, 3.3718, -3.6117], [-3.7399, 4.5397, -2.6888], [-4.0717, 3.9403, -1.4507], [-3.6124, 2.6555, -1.4960], [-3.5768, 1.9026, -0.5371], [-3.1975, 2.3239, -2.7536], [-2.8665, 3.5430, -4.3967], [-4.5607, 3.0958, -4.0758], [-2.8003, 5.0905, -2.5746], [-4.5228, 5.2342, -3.0058]]}

Record 2
{"formula": "C18H20ClF7NO3P2S", "method": "ωB97M-V with the def2-TZVPD basis set", "charge": -1, "mol_weight_g_mol": 560.8, "orbital_gap_ev": 7.76, "elements": ["C", "C", "Cl", "C", "C", "C", "C", "C", "C", "F", "C", "C", "C", "S", "C", "C", "C", "C", "C", "C", "N", "C", "P", "O", "O", "O", "H", "H", "H", "H", "H", "H", "H", "H", "H", "H", "H", "H", "H", "H", "H", "H", "H", "H", "H", "H", "F", "P", "F", "F", "F", "F", "F"], "coordinates": [[2.8051, 3.7350, 0.1399], [2.8087, 2.9792, -1.2216], [3.9122, 3.9006, -2.3215], [3.3179, 1.5179, -1.0801], [2.3141, 0.4169, -1.4213], [2.7444, -0.5398, -2.3102], [1.9270, -1.5818, -2.6941], [2.3857, -2.6524, -3.6699], [1.9031, -4.0465, -3.2516], [2.6790, -5.0014, -3.8930], [0.6637, -1.6373, -2.1653], [0.1772, -0.7054, -1.2797], [1.0312, 0.3244, -0.9062], [0.4716, 1.5244, 0.2846], [-0.7737, 0.6051, 1.1470], [-1.1390, 0.9406, 2.4287], [-2.0964, 0.2672, 3.1293], [-2.6942, -0.8283, 2.5257], [-2.3284, -1.1643, 1.2511], [-1.3865, -0.4609, 0.5300], [-1.1478, -0.9177, -0.8082], [-2.2126, -0.5320, -1.7766], [-1.8409, 0.7017, -3.0766], [-3.1216, 1.0284, -3.7047], [-0.8516, 0.1306, -4.2366], [-1.1997, 2.0561, -2.4864], [3.2875, 3.1444, 0.9182], [1.7860, 3.9766, 0.4422], [3.3277, 4.6898, 0.0560], [1.8030, 2.9890, -1.6427], [3.7288, 1.3114, -0.0858], [4.1572, 1.4070, -1.7707], [3.7558, -0.5014, -2.7066], [3.4713, -2.6355, -3.7975], [1.9599, -2.3805, -4.6454], [0.8532, -4.1814, -3.5228], [2.0043, -4.1326, -2.1646], [0.0115, -2.4530, -2.4658], [-0.6690, 1.7959, 2.9110], [-2.4184, 0.5343, 4.1295], [-3.4451, -1.4176, 3.0399], [-2.8014, -2.0251, 0.7823], [-2.6592, -1.4095, -2.2554], [-3.0210, -0.0845, -1.1890], [0.0275, 0.5197, -4.1030], [-0.5020, 2.4151, -3.0497], [-3.0219, 0.5176, 6.0753], [-3.3394, -0.2237, 7.5248], [-2.1741, -0.9657, 8.4208], [-4.1834, -0.1546, 8.9349], [-3.1154, -1.6208, 6.6769], [-4.8857, -0.2994, 6.9676], [-2.6402, 1.1758, 8.0252]]}

Record 3
{"formula": "C18H20ClIN2O4Si", "method": "ωB97M-V with the def2-TZVPD basis set", "mol_weight_g_mol": 518.8, "orbital_gap_ev": 6.85, "e_above_lowest_ev": 1.915, "smiles": "O=[N+]([O-])c1ccccc1.O=[N+]([O-])c1ccccc1.C=CC[Si](Cl)(I)CC=C", "elements": ["O", "N", "O", "C", "C", "C", "C", "C", "C", "H", "H", "H", "H", "H", "O", "N", "O", "C", "C", "C", "C", "C", "C", "H", "H", "H", "H", "H", "C", "C", "C", "Si", "Cl", "I", "C", "C", "C", "H", "H", "H", "H", "H", "H", "H", "H", "H", "H"], "coordinates": [[0.4025, 3.7658, 5.8502], [1.0338, 3.0636, 5.0850], [2.0709, 2.4986, 5.3691], [0.5116, 2.8906, 3.7294], [-0.6530, 3.5509, 3.3570], [-1.1325, 3.4025, 2.0625], [-0.4520, 2.5972, 1.1559], [0.7062, 1.9328, 1.5404], [1.1941, 2.0779, 2.8320], [-1.1888, 4.1795, 4.0560], [-2.0359, 3.9172, 1.7586], [-0.8253, 2.4879, 0.1453], [1.2299, 1.3045, 0.8305], [2.0986, 1.5591, 3.1216], [-1.7600, 1.2945, -2.4348], [-2.2960, 0.8138, -1.4568], [-1.7069, 0.2257, -0.5702], [-3.7471, 0.9480, -1.3377], [-4.4600, 1.5819, -2.3482], [-5.8400, 1.6863, -2.2417], [-6.4943, 1.1641, -1.1316], [-5.7712, 0.5406, -0.1209], [-4.3910, 0.4294, -0.2209], [-3.9591, 1.9911, -3.2157], [-6.4070, 2.1724, -3.0259], [-7.5726, 1.2425, -1.0542], [-6.2846, 0.1379, 0.7433], [-3.8365, -0.0602, 0.5690], [6.6785, -3.4836, -0.7775], [5.5377, -3.1451, -1.5797], [4.7773, -1.8234, -1.2119], [2.9233, -1.8612, -1.7283], [2.0115, -0.3183, -0.5614], [2.6152, -1.2210, -4.1172], [2.2370, -3.5867, -1.3477], [0.6725, -3.6806, -1.4215], [-0.0483, -2.9529, -0.4440], [6.5544, -4.2495, 0.0247], [7.6619, -2.9685, -0.9138], [5.2174, -3.7655, -2.4562], [4.7958, -1.7248, -0.0940], [5.2457, -0.9012, -1.6646], [2.5205, -3.8738, -0.2909], [2.6888, -4.3260, -2.0695], [0.1152, -4.2438, -2.2003], [0.0413, -3.1549, 0.6489], [-0.6794, -2.1149, -0.8423]]}

Record 4
{"formula": "C18H20ClNPPm", "method": "ωB97M-V with the def2-TZVPD basis set", "charge": 2, "multiplicity": 5, "mol_weight_g_mol": 461.8, "orbital_gap_ev": [7.29, 7.56], "elements": ["Pm", "Cl", "P", "C", "C", "C", "C", "C", "C", "C", "C", "C", "C", "C", "C", "C", "C", "C", "C", "C", "C", "H", "H", "H", "H", "H", "H", "H", "H", "H", "H", "H", "H", "H", "H", "H", "H", "H", "N", "H", "H", "H"], "coordinates": [[-0.4202, 1.1468, 2.9272], [-0.0676, 0.7922, 5.3887], [0.0730, -0.1612, 0.5504], [-1.3378, -0.9062, -0.3222], [-1.1629, -1.6603, -1.4967], [-2.2742, -2.1969, -2.1556], [-3.5554, -1.9938, -1.6464], [-3.7301, -1.2189, -0.4980], [-2.6380, -0.6650, 0.1600], [-0.0299, 1.7340, 0.3282], [0.8667, 2.5437, 1.1038], [0.4713, 3.8897, 1.3435], [-0.5439, 4.4613, 0.5509], [-1.2890, 3.6725, -0.3338], [-1.0865, 2.3002, -0.4091], [1.5927, -0.4682, -0.3468], [2.6626, -1.1047, 0.3076], [3.9025, -1.1247, -0.3269], [4.0617, -0.5552, -1.5973], [2.9762, 0.0123, -2.2685], [1.7308, 0.0503, -1.6438], [1.8603, 2.1566, 1.4172], [0.9753, 4.5135, 2.1026], [-0.7733, 5.5239, 0.6362], [-2.0575, 4.1314, -0.9609], [-1.7110, 1.6418, -1.0147], [-0.1612, -1.8182, -1.8953], [-2.1194, -2.7707, -3.0586], [-4.4134, -2.4353, -2.1534], [-4.7399, -1.0414, -0.1183], [-2.8146, -0.0170, 1.0183], [2.5152, -1.5635, 1.2853], [4.7585, -1.5866, 0.1730], [5.0439, -0.5509, -2.0725], [3.0786, 0.4304, -3.2634], [0.8654, 0.4914, -2.1500], [-0.1501, -4.6137, -1.5529], [0.5904, -4.4950, -1.4988], [-0.2426, -1.3680, 3.2693], [0.6401, -1.5921, 3.7285], [-0.9649, -1.5379, 3.9864], [-0.3819, -2.0465, 2.5066]]}